1.
{
  "formula": "C3H7N2O",
  "method": "wB97M-V/def2-TZVPD",
  "homo_energy_ha": -0.5371,
  "e_tot_ha": -303.02609,
  "charge": 1,
  "de_lowest_kj_mol": 36.6,
  "elements": ["C", "C", "N", "C", "N", "H", "H", "H", "H", "H", "H", "H", "O"],
  "xyz": [[-0.301, -0.234, -1.217], [0.943, -0.596, -1.604], [1.749, -0.446, -0.497], [1.000, -0.015, 0.533], [-0.246, 0.135, 0.112], [-1.229, -0.085, -1.749], [1.140, -1.040, -2.567], [2.736, -0.259, -0.572], [1.328, 0.448, 1.452], [-1.138, 0.039, 0.619], [-3.005, 1.435, 1.997], [-2.410, 0.144, 2.488], [-2.273, 0.817, 1.836]],
  "nbo_charge": [-0.04, -0.06, -0.46, 0.26, -0.47, 0.26, 0.27, 0.46, 0.26, 0.49, 0.51, 0.49, -0.97]
}

=====

2.
{
  "formula": "C20H17FN4O3",
  "method": "wB97M-V/def2-TZVPD",
  "smiles": "CN1CCN(c2nc3cc(C(=O)O)ccc3nc2-c2ccc(F)cc2)CC1=O",
  "homo_energy_ha": -0.3101,
  "e_tot_ha": -1316.97325,
  "charge": 0,
  "de_lowest_kj_mol": 0.0,
  "elements": ["O", "O", "F", "N", "N", "O", "C", "C", "C", "C", "C", "C", "C", "C", "C", "C", "C", "C", "C", "C", "C", "C", "N", "N", "C", "C", "C", "C", "H", "H", "H", "H", "H", "H", "H", "H", "H", "H", "H", "H", "H", "H", "H", "H", "H"],
  "xyz": [[3.675, -4.750, 1.199], [1.005, 3.211, -2.890], [-5.922, 3.076, -0.414], [-1.768, -1.646, 0.408], [0.892, -0.727, 0.600], [2.266, -6.566, 1.275], [2.530, -5.257, 1.140], [1.187, 2.725, -1.793], [-1.492, -0.340, 0.363], [-0.145, 0.143, 0.460], [-3.767, 2.714, 0.556], [-4.818, 1.030, -0.795], [-2.716, 1.819, 0.805], [-3.758, 0.146, -0.596], [0.077, -4.811, 0.774], [-4.834, 2.321, -0.268], [1.386, -4.342, 0.895], [-2.667, 0.544, 0.206], [-0.975, -3.910, 0.574], [1.627, -2.939, 0.779], [-0.722, -2.509, 0.575], [0.586, -2.030, 0.641], [2.373, 2.887, -1.094], [0.283, 1.469, 0.277], [3.527, 3.369, -1.845], [0.012, 2.021, -1.075], [2.634, 2.033, 0.072], [1.433, 1.944, 1.025], [3.132, -6.945, 1.285], [-3.764, 3.752, 0.889], [-5.683, 0.703, -1.364], [-1.950, 2.177, 1.490], [-3.780, -0.830, -1.037], [-0.086, -5.879, 0.792], [-1.978, -4.297, 0.435], [2.626, -2.539, 0.846], [4.419, 3.442, -1.208], [3.355, 4.382, -2.194], [3.724, 2.706, -2.684], [-0.303, 1.263, -1.776], [-0.798, 2.741, -1.022], [2.916, 1.032, -0.252], [3.444, 2.454, 0.637], [1.185, 2.951, 1.427], [1.630, 1.260, 1.881]],
  "nbo_charge": [-0.60, -0.61, -0.31, -0.38, -0.41, -0.66, 0.76, 0.68, 0.15, 0.38, -0.29, -0.28, -0.17, -0.16, -0.18, 0.41, -0.17, -0.10, -0.21, -0.11, 0.19, 0.07, -0.44, -0.47, -0.41, -0.31, -0.23, -0.21, 0.50, 0.23, 0.23, 0.23, 0.24, 0.23, 0.23, 0.25, 0.20, 0.22, 0.20, 0.23, 0.23, 0.20, 0.20, 0.20, 0.24]
}

=====

3.
{
  "formula": "C17H27NO2",
  "method": "wB97M-V/def2-TZVPD",
  "smiles": "COc1cccc(CNC2CCCCCCC2)c1OC",
  "homo_energy_ha": -0.3130,
  "e_tot_ha": -869.17179,
  "charge": 0,
  "de_lowest_kj_mol": 177.7,
  "elements": ["C", "O", "C", "C", "C", "C", "C", "C", "O", "C", "H", "H", "H", "C", "N", "H", "C", "C", "H", "C", "H", "C", "H", "H", "C", "H", "C", "C", "H", "H", "C", "H", "H", "H", "H", "H", "H", "H", "H", "H", "H", "H", "H", "H", "H", "H", "H"],
  "xyz": [[-3.540, 2.282, 2.214], [-2.565, 2.672, 3.163], [-1.301, 2.882, 2.648], [-0.752, 4.152, 2.768], [0.508, 4.421, 2.269], [1.225, 3.425, 1.631], [0.713, 2.142, 1.525], [-0.550, 1.861, 2.053], [-1.033, 0.568, 1.932], [-1.290, -0.092, 3.158], [-1.715, -1.059, 2.894], [-0.361, -0.242, 3.718], [-1.993, 0.461, 3.784], [1.486, 1.038, 0.858], [0.839, 0.657, -0.385], [-0.146, 0.490, -0.203], [1.409, -0.509, -1.055], [1.025, -0.377, -2.532], [1.266, 0.650, -2.817], [1.734, -1.313, -3.507], [1.446, -1.000, -4.515], [1.431, -2.808, -3.371], [1.794, -3.290, -4.283], [2.006, -3.234, -2.549], [-0.052, -3.150, -3.184], [-0.284, -4.034, -3.784], [-0.455, -3.479, -1.744], [-0.415, -2.336, -0.728], [-0.881, -2.712, 0.187], [-1.037, -1.509, -1.076], [0.992, -1.833, -0.383], [1.046, -1.665, 0.696], [1.724, -2.608, -0.606], [-1.479, -3.863, -1.768], [0.183, -4.290, -1.382], [-0.673, -2.339, -3.567], [2.814, -1.170, -3.420], [-0.054, -0.481, -2.635], [2.500, -0.416, -0.975], [1.576, 0.197, 1.571], [2.497, 1.382, 0.618], [2.201, 3.638, 1.222], [0.923, 5.413, 2.365], [-1.339, 4.918, 3.251], [-3.712, 3.084, 1.487], [-3.255, 1.374, 1.677], [-4.454, 2.103, 2.779]],
  "nbo_charge": [-0.25, -0.52, 0.25, -0.25, -0.21, -0.22, 0.04, 0.20, -0.54, -0.25, 0.19, 0.18, 0.19, -0.25, -0.63, 0.36, -0.04, -0.40, 0.22, -0.39, 0.20, -0.40, 0.21, 0.19, -0.41, 0.21, -0.38, -0.41, 0.21, 0.19, -0.43, 0.21, 0.20, 0.20, 0.19, 0.20, 0.20, 0.19, 0.19, 0.17, 0.19, 0.21, 0.21, 0.22, 0.18, 0.19, 0.19]
}

=====

4.
{
  "formula": "C22H37N5O2PPdS",
  "method": "wB97M-V/def2-TZVPD",
  "homo_energy_ha": -0.4041,
  "e_tot_ha": -2152.06787,
  "charge": 1,
  "de_lowest_kj_mol": 0.0,
  "elements": ["Pd", "O", "N", "C", "C", "C", "C", "C", "S", "H", "H", "H", "H", "C", "C", "C", "C", "C", "N", "H", "H", "H", "H", "H", "H", "H", "H", "H", "O", "P", "N", "C", "C", "C", "C", "N", "C", "C", "C", "C", "N", "C", "C", "C", "C", "H", "H", "H", "H", "H", "H", "H", "H", "H", "H", "H", "H", "H", "H", "H", "H", "H", "H", "H", "H", "H", "H", "H", "H"],
  "xyz": [[0.704, -0.784, 1.368], [-0.506, -0.438, 2.890], [-0.881, -1.528, 3.588], [-1.934, -1.378, 4.420], [-2.331, -2.413, 5.217], [-1.628, -3.620, 5.151], [-0.565, -3.746, 4.293], [-0.177, -2.670, 3.485], [1.123, -2.741, 2.349], [-2.386, -0.398, 4.390], [-3.171, -2.280, 5.882], [-1.928, -4.456, 5.767], [-0.010, -4.670, 4.211], [4.556, -0.681, -2.391], [4.693, -0.696, -0.862], [5.309, 0.618, -0.359], [5.521, -1.901, -0.396], [3.349, -0.812, -0.284], [2.298, -0.889, 0.159], [5.548, -0.572, -2.828], [3.940, 0.154, -2.724], [4.119, -1.609, -2.758], [6.301, 0.724, -0.796], [5.408, 0.618, 0.726], [4.707, 1.477, -0.655], [6.522, -1.819, -0.821], [5.080, -2.839, -0.733], [5.609, -1.924, 0.689], [0.080, 0.969, 0.409], [-1.050, 1.129, -0.583], [-2.292, 2.058, -0.041], [-3.645, 1.592, 0.275], [-3.671, 1.461, 1.806], [-2.540, 2.396, 2.297], [-1.981, 3.034, 1.017], [-1.731, -0.301, -1.110], [-0.887, -1.026, -2.087], [-1.612, -2.350, -2.238], [-2.081, -2.670, -0.812], [-2.148, -1.309, -0.100], [-0.413, 1.884, -1.880], [1.016, 1.997, -2.179], [1.063, 3.227, -3.076], [-0.199, 3.058, -3.922], [-1.233, 2.517, -2.928], [-3.886, 0.688, -0.275], [-4.345, 2.367, -0.048], [-3.476, 0.430, 2.107], [-4.645, 1.742, 2.206], [-1.755, 1.821, 2.787], [-2.898, 3.151, 2.995], [-0.912, 3.233, 1.065], [-2.496, 3.968, 0.782], [0.122, -1.194, -1.684], [-0.801, -0.464, -3.015], [-0.975, -3.123, -2.664], [-2.472, -2.218, -2.894], [-1.386, -3.331, -0.293], [-3.054, -3.158, -0.823], [-1.456, -1.246, 0.744], [-3.140, -1.089, 0.293], [1.373, 1.113, -2.726], [1.591, 2.089, -1.260], [1.974, 3.283, -3.670], [0.993, 4.128, -2.464], [-0.019, 2.325, -4.711], [-0.531, 3.981, -4.394], [-1.912, 1.798, -3.394], [-1.840, 3.313, -2.490]],
  "nbo_charge": [0.84, -0.56, 0.00, 0.03, -0.24, -0.14, -0.24, 0.04, -0.03, 0.24, 0.25, 0.24, 0.25, -0.59, -0.17, -0.59, -0.59, 0.50, -0.43, 0.23, 0.22, 0.22, 0.23, 0.23, 0.22, 0.23, 0.22, 0.23, -1.14, 2.48, -0.81, -0.21, -0.42, -0.43, -0.22, -0.81, -0.22, -0.41, -0.41, -0.23, -0.84, -0.20, -0.41, -0.41, -0.21, 0.22, 0.20, 0.20, 0.22, 0.23, 0.22, 0.23, 0.20, 0.18, 0.22, 0.22, 0.21, 0.22, 0.22, 0.18, 0.21, 0.17, 0.22, 0.22, 0.21, 0.20, 0.23, 0.20, 0.21]
}

=====

Computed Kohn-Sham gap (eV) in order:
11.13, 7.46, 9.35, 8.22
Computed largest force on an atom (hartree/bohr) in order:
0.036, 0.075, 0.011, 0.016
Computed LUMO level (eV) in order:
-3.5, -1.0, 0.8, -2.8